# 1
One molecule with the formula C5H4O2 in a non-equilibrium geometry, computed with ωB97M-V with the def2-TZVPD basis set.

Geometry as XYZ:
```
11
Properties=species:S:1:pos:R:3:forces:R:3:lowdin_charge:R:1
H -0.162 2.103 -0.121 0.0 -0.2 0.0 0.108
H -2.095 0.843 0.792 0.2 -0.2 0.1 0.132
C -0.099 1.017 -0.045 1.1 1.1 -0.3 -0.072
C -1.264 0.344 0.304 -0.4 -1.5 -0.1 -0.211
H 1.896 0.897 -1.010 -0.1 0.0 0.2 0.116
C 1.681 -0.629 0.327 0.5 -0.8 0.4 -0.167
O 2.190 -1.532 0.858 -0.5 0.9 -0.5 0.193
O -0.864 -1.121 0.797 -0.2 0.5 0.8 -0.015
C -1.489 -0.972 -0.351 -0.1 0.0 -0.6 -0.097
C 1.204 0.438 -0.308 -0.3 0.0 0.1 -0.094
H -0.997 -1.387 -1.243 -0.2 0.2 0.0 0.106
```
Forces are in eV/Å.

Values from the calculation:
Maximum force in eV Å⁻¹: 1.6
Gap between HOMO and LUMO (alpha / beta) in eV: 7.683 / 7.640
DFT total energy in eV: -9339.1787

=====

# 2
A 13-piece molecular cluster, C73H183N13O21 overall in a non-equilibrium geometry, computed with ωB97M-V with the def2-TZVPD basis set.

Geometry as XYZ:
```
290
Properties=species:S:1:pos:R:3:forces:R:3:lowdin_charge:R:1
H 2.529 -8.677 0.098 0.2 0.1 0.2 0.085
O -2.073 11.613 -9.459 0.6 0.3 1.1 -0.197
H -0.285 -7.943 5.647 0.2 -0.4 -0.1 0.125
H 10.425 -3.683 6.916 -0.4 0.1 0.2 0.134
H -0.866 -3.364 11.166 -0.5 -0.4 0.8 0.084
H 5.112 -7.347 6.331 -0.4 0.4 -0.4 0.082
C -6.725 -6.382 14.063 0.1 -0.6 0.9 -0.250
N -1.295 -4.426 -5.775 -2.2 -0.8 0.6 -0.029
H 11.419 -6.629 -0.259 0.2 -0.5 0.1 0.115
H -10.739 7.730 -0.828 0.1 -0.1 0.1 0.083
C -3.538 -4.633 -4.641 1.8 0.3 1.4 -0.181
O 7.686 -1.896 5.710 1.0 -1.5 -1.4 -0.187
H 6.370 -0.500 5.228 -0.1 0.0 0.1 0.090
C -5.678 1.700 -7.890 -0.1 0.7 -1.0 -0.040
O 1.456 -7.108 1.044 1.5 0.5 0.0 -0.198
H -6.233 1.555 0.532 -0.2 0.2 0.4 0.085
C -5.781 -3.138 5.191 -0.2 0.1 -0.1 -0.179
C 2.839 7.338 7.832 -0.8 0.3 -0.7 -0.220
O -10.304 6.283 -2.317 -0.1 2.3 0.9 -0.184
H -0.538 -7.543 0.843 -0.4 0.7 0.0 0.117
H -6.059 1.275 -6.962 0.4 -0.2 -0.1 0.089
H -8.232 6.679 -2.206 -0.1 0.6 -0.2 0.115
O 0.868 -0.956 1.593 0.1 0.9 -0.3 -0.201
C -2.367 0.874 -11.155 1.1 1.2 -0.6 -0.045
H 1.388 -4.340 -5.656 -0.1 0.6 0.3 0.120
C 0.986 -4.314 -6.669 -0.1 -1.2 0.7 -0.210
H 8.645 -4.157 4.565 0.4 0.7 -0.4 0.059
H -2.852 12.781 -7.919 -0.2 0.3 -0.2 0.112
N -4.415 1.634 -9.930 -1.3 -1.5 -1.6 -0.126
C -8.021 -4.165 4.228 0.2 0.7 -1.3 -0.077
H -3.625 10.721 -1.662 0.1 0.2 -0.3 0.113
H -6.436 -5.842 3.136 -0.2 0.4 0.0 0.059
H -1.031 -7.889 3.174 0.0 -0.2 0.0 0.127
N -9.628 3.562 -2.369 1.9 1.1 -0.6 -0.033
H 3.673 9.827 7.605 0.1 0.1 -0.4 0.068
H -2.641 6.874 0.422 -0.2 -0.1 -0.9 0.101
O -3.935 2.910 -9.771 0.6 1.1 0.4 -0.002
H -11.575 7.929 -2.378 -0.2 -0.5 0.1 0.081
H -1.864 0.320 -10.363 -0.6 -0.1 0.3 0.076
H -4.808 11.661 -3.465 0.5 0.1 0.7 0.078
H -0.265 -4.535 10.023 -0.3 -0.6 0.2 0.086
C 0.398 -1.552 -0.681 -1.1 0.1 0.2 -0.405
O -0.565 6.796 2.113 0.2 0.7 -0.3 -0.177
H 6.519 -0.832 6.955 0.0 0.5 0.3 0.090
H 1.583 -7.799 7.165 0.2 0.2 0.4 0.117
C 9.780 -3.303 6.123 -2.0 1.1 -3.0 -0.388
C 4.372 1.826 -6.388 0.8 -1.9 0.6 -0.101
H -0.167 -6.364 3.081 -0.5 0.6 -0.2 0.117
H -1.335 9.738 -8.181 0.5 0.0 -0.2 0.109
O -2.760 -4.723 -3.382 0.2 0.4 -3.3 -0.190
H -1.871 6.996 -7.287 0.7 0.4 -0.4 0.114
H -0.556 0.424 -0.434 -0.5 -0.3 0.5 0.070
H -3.238 7.735 1.760 -0.1 0.4 0.1 0.119
H 2.300 8.887 10.798 0.2 0.2 0.1 0.081
H -0.490 8.208 0.558 0.4 -0.3 -0.2 0.112
H -8.483 -4.576 16.157 0.4 0.0 0.0 0.087
H 7.341 -4.870 0.280 0.0 -0.4 -0.3 0.082
H -6.387 -3.098 6.096 -0.3 -0.4 0.1 0.114
H -4.250 -3.841 10.417 0.0 -0.4 -0.3 0.119
H 16.889 -8.483 0.489 -0.1 0.3 -0.3 0.085
H -2.135 11.425 -6.007 -0.2 0.1 -0.2 0.119
H -3.248 -5.046 -6.589 0.5 0.2 -0.7 0.117
C -4.408 -0.438 -11.280 -0.1 -0.3 -0.7 -0.160
H 11.156 -1.760 5.613 0.0 0.4 -0.4 0.072
H 9.980 -2.181 4.275 0.3 0.0 0.0 0.078
C 0.388 -2.011 0.787 -0.5 1.4 0.1 -0.222
H 4.085 -7.886 7.630 -0.6 0.2 0.1 0.083
H -0.247 6.232 -4.104 -0.2 -0.2 0.3 0.082
H 9.039 -1.579 7.164 0.2 0.3 0.3 0.112
C -10.638 7.628 -1.909 -0.4 -0.4 -0.6 -0.098
H 1.858 -9.165 6.141 0.4 -0.3 -0.2 0.121
H 1.080 8.753 9.581 -0.4 -0.4 0.0 0.091
H -2.926 1.676 -7.747 0.1 -0.1 1.0 0.093
H 7.232 -6.072 1.649 -0.5 0.1 -0.1 0.086
C -1.094 7.928 1.420 -0.7 0.2 0.0 -0.203
C -2.721 12.394 -10.457 -0.7 -1.0 0.1 -0.110
H 9.132 -7.257 1.105 0.1 -0.4 -0.4 0.129
C -0.363 -5.061 -6.648 1.9 -0.2 -1.4 -0.249
H 9.261 -6.252 -0.424 -0.6 -0.2 -0.1 0.123
C -6.241 2.545 0.075 -0.9 0.0 -2.0 -0.051
H -3.005 9.508 -5.850 0.5 0.1 0.3 0.117
H 1.010 -2.900 0.892 0.2 -0.2 0.1 0.119
H -9.411 2.867 -3.070 -0.7 0.1 -0.7 0.080
N -2.860 9.035 0.141 -1.9 0.0 0.2 -0.069
H 13.318 -5.954 1.470 0.3 0.2 -0.1 0.111
C 1.844 -8.075 6.143 -0.2 -0.8 0.7 -0.245
C -2.623 -5.142 -5.700 0.3 0.2 -0.9 -0.209
H 11.193 1.853 -5.340 -0.6 -0.5 -0.4 0.090
N 0.128 -2.770 -1.482 0.9 0.9 0.1 0.040
C 0.603 -1.038 2.977 0.9 -0.7 -0.5 -0.102
H 9.079 1.183 -2.525 -0.4 0.0 0.4 0.109
C 13.002 -6.904 1.903 0.3 -0.4 0.2 -0.204
H -9.887 2.444 -0.662 -0.2 -0.3 0.0 0.108
H 10.173 -0.167 -2.355 0.9 0.2 -0.4 0.115
H -0.659 -5.055 -7.697 -0.6 0.0 0.0 0.121
H 0.886 -2.056 3.245 -0.4 -0.2 0.7 0.084
C -0.496 5.580 1.411 0.1 -0.7 0.0 -0.134
O 15.106 -7.796 1.183 0.4 -0.1 -1.0 -0.186
H -3.872 8.157 -1.434 -0.2 0.2 -0.8 0.108
H 4.226 0.856 -6.865 0.1 -0.2 -0.4 0.070
H 4.592 -0.168 -4.530 0.5 -0.3 -0.8 0.118
H -8.285 -6.342 16.025 -0.5 -0.1 0.2 0.084
H 3.578 7.606 7.077 0.6 -0.9 -0.3 0.125
O -2.312 -4.713 10.334 -0.3 -0.4 0.1 -0.182
H -3.709 11.939 -10.528 -0.5 0.5 -0.4 0.084
H -5.225 2.934 0.009 -0.1 -0.1 -0.1 0.083
H -5.956 -0.735 6.581 0.0 -0.4 0.4 0.080
H -4.728 3.443 -9.864 0.0 0.4 0.0 0.108
H 4.385 1.190 -3.615 0.1 0.9 0.0 0.113
H 7.707 -0.091 -4.778 0.0 -0.3 -0.8 0.091
H 7.977 -1.126 -2.135 -0.1 0.0 0.1 0.110
H -8.653 3.600 -0.484 0.1 0.2 -0.2 0.096
C -4.120 8.894 -0.670 1.1 0.2 -0.4 -0.169
C -8.989 5.956 -1.906 -0.2 -0.6 -1.6 -0.239
H -8.177 0.941 -0.907 0.2 -0.1 0.3 0.113
H 2.602 4.758 6.938 -0.1 0.0 -0.2 0.089
C 11.007 -6.286 0.691 1.4 -0.9 -0.7 -0.242
H -2.001 5.896 -4.240 -0.1 -0.2 -0.3 0.084
H -3.082 7.159 -6.162 -0.2 -0.2 0.7 0.106
N 11.548 -7.035 1.833 -0.1 0.8 -0.6 -0.045
H -8.561 -3.239 4.422 -0.2 -0.2 0.4 0.074
C 13.731 -8.034 1.120 -1.2 1.5 1.0 -0.238
H -2.791 13.468 -10.285 0.0 0.0 0.6 0.083
O -5.529 -1.783 4.816 0.6 0.9 0.2 -0.204
C -3.436 0.714 -7.810 1.7 -0.4 -0.8 -0.042
H -4.669 -6.272 14.401 0.3 -0.3 0.3 0.123
C -0.629 -0.447 -1.086 1.4 -0.3 0.1 -0.047
H -0.766 5.459 -5.559 -0.5 -0.5 0.0 0.083
H -2.245 12.289 -11.432 0.4 -0.4 0.3 0.085
C -4.349 1.765 -12.464 -0.1 0.4 0.2 -0.029
H -3.808 -3.593 -4.827 -0.1 0.2 0.2 0.125
H -6.854 -7.352 14.543 -0.6 0.0 0.5 0.121
O -5.484 10.030 -2.285 -0.6 1.1 -1.4 -0.174
H -6.287 -0.407 -9.217 0.0 0.0 -0.5 0.107
H 13.325 -7.893 0.118 0.2 -0.6 -0.5 0.111
H 2.752 -7.061 -0.692 0.0 0.3 0.7 0.084
H -4.195 -5.334 -2.202 -0.6 -0.1 0.5 0.088
C 7.655 -5.134 1.290 1.1 0.3 0.5 -0.094
H 8.401 -4.677 5.998 -0.2 -0.9 0.1 0.053
H -6.352 11.983 -2.625 0.3 0.0 0.9 0.084
C -3.433 -4.204 11.040 0.3 -0.4 1.7 -0.204
C -5.718 11.214 -3.066 -0.1 0.0 -0.8 -0.108
H -3.636 11.223 -8.087 -0.2 -0.2 -0.4 0.109
H -6.871 3.299 0.546 0.1 -0.3 0.6 0.073
C -1.729 11.252 -7.003 -0.1 2.2 -2.0 -0.237
C 15.833 -8.732 0.388 0.4 -0.2 1.4 -0.105
O 3.089 -7.507 5.755 -0.3 0.7 0.3 -0.181
H 4.632 2.535 -7.174 0.1 0.2 0.5 0.081
H -4.954 8.391 -0.181 0.2 0.5 0.8 0.116
H -3.804 -6.252 11.462 0.6 -0.2 0.3 0.115
H 0.730 -3.438 -1.023 0.0 -0.8 -0.5 0.052
N 0.934 -7.879 3.863 0.7 -1.5 1.2 -0.061
H -5.227 -4.407 13.138 -0.4 0.1 0.3 0.101
H 0.332 -8.816 1.436 0.7 -0.4 0.1 0.119
H -2.899 -4.470 -1.407 0.2 0.0 0.0 0.082
H -0.818 -3.061 -1.280 -0.3 -0.1 -0.1 0.048
H -0.425 -0.785 3.240 -0.1 -0.1 0.0 0.086
C 9.426 0.273 -3.016 -1.5 -1.2 0.0 -0.207
H 6.938 1.337 -3.281 -0.3 0.5 0.1 0.116
H 13.458 -9.000 1.544 0.0 -0.2 -0.1 0.124
C -9.062 2.899 -1.211 -0.9 -0.8 0.9 -0.235
H 6.054 0.041 -2.493 -0.3 0.2 0.1 0.121
C 5.141 0.732 -4.252 -1.2 1.5 -2.1 -0.179
H -6.501 1.798 -8.598 -0.4 0.2 0.2 0.084
C 2.079 -7.711 -0.134 -2.3 -0.2 0.7 -0.064
H -2.104 9.303 -0.473 0.1 -0.2 -0.1 0.101
O 1.969 -5.058 -7.441 -0.7 2.0 -0.4 -0.184
H -2.723 0.046 -8.294 0.2 0.1 -0.4 0.064
H -5.262 2.692 -7.717 -0.2 0.1 0.4 0.076
N -1.380 9.912 -7.187 0.4 -1.8 0.9 -0.056
C -2.124 7.610 -6.423 -0.2 0.3 0.8 -0.196
H 3.943 8.153 9.328 0.7 0.5 -0.1 0.143
C 10.874 1.506 -4.357 1.0 0.9 0.5 -0.132
C 8.587 -2.421 6.640 1.7 0.7 1.7 -0.225
C 2.015 8.307 9.921 -1.5 0.1 1.7 -0.082
H -3.145 -3.374 11.685 0.2 0.5 -0.2 0.109
H -5.385 -0.457 -11.761 -0.5 0.2 0.5 0.111
H -1.386 5.009 1.677 -0.1 -0.2 -0.7 0.088
H 0.792 -3.292 -6.996 0.5 0.1 -0.2 0.119
H -4.989 0.145 5.491 -0.2 -0.2 -0.8 0.077
H -3.829 -0.958 -12.043 0.5 0.2 -0.1 0.114
H -3.422 -1.602 -9.669 0.4 0.9 0.1 0.099
C 3.355 5.051 7.670 0.3 -1.5 -0.5 -0.142
H -4.078 2.814 -12.586 -0.2 0.3 1.0 0.072
H -4.761 -2.299 -10.241 -0.9 0.1 -0.1 0.103
H 2.693 -3.291 -8.461 -0.7 0.1 0.2 0.082
H 4.298 5.200 7.145 0.1 0.6 -0.1 0.086
H -5.289 -1.124 -8.030 0.3 0.4 0.4 0.107
C -4.402 -1.291 -10.029 -1.0 0.6 1.0 -0.166
H -3.057 -5.261 12.846 0.3 -0.6 -0.1 0.117
H -0.305 -0.006 -2.029 -0.1 -0.4 -0.4 0.069
H 11.156 -6.487 2.585 0.0 -0.4 0.7 0.102
H -8.954 -5.386 14.676 0.0 -0.1 -0.2 0.086
H 4.415 -8.937 6.262 0.2 -0.3 0.2 0.084
O 2.928 6.081 8.467 0.5 1.1 0.3 -0.166
H -0.628 -2.260 1.092 -0.3 -0.2 0.0 0.127
C -5.357 -6.399 13.566 1.9 1.5 -0.3 -0.258
C -5.241 -0.512 -8.931 1.0 -0.3 -1.3 -0.099
H -3.673 0.108 -6.936 -0.1 1.0 0.5 0.094
C -3.521 -4.483 -2.302 -1.2 -0.6 2.2 -0.187
N -5.183 -5.280 12.632 1.6 0.2 -1.0 -0.059
H 3.610 -3.799 -7.025 -0.3 0.2 0.4 0.083
H 1.805 -7.431 3.620 0.2 -0.1 0.0 0.107
H -7.971 1.506 -2.545 -0.3 0.1 -0.2 0.121
O -6.731 2.412 -1.304 1.7 -0.2 0.7 -0.231
H 7.351 -4.292 1.911 0.0 -0.2 0.2 0.079
C 0.691 -7.608 5.296 1.0 1.3 -1.5 -0.196
C -2.484 9.093 -6.712 0.4 -1.6 -0.5 -0.203
H 0.353 4.943 1.658 0.2 0.4 1.2 0.078
H 8.082 -2.985 7.424 -0.5 -0.3 0.0 0.117
C -8.709 4.725 -2.759 -0.5 -1.3 0.6 -0.170
C -8.226 -5.396 15.487 -0.1 0.0 0.4 -0.128
C -3.886 1.025 -11.156 0.4 -1.8 -0.5 -0.466
H -8.893 5.907 -0.821 -0.2 -0.6 0.2 0.118
H 15.741 -9.701 0.879 -0.1 -0.4 -0.2 0.081
O -6.896 -5.297 15.023 -0.4 -0.9 -1.9 -0.165
H -8.901 4.942 -3.810 -0.4 0.4 0.1 0.116
O 9.088 -5.248 1.390 -1.3 0.2 -0.5 -0.213
H 1.928 7.277 10.266 -0.4 0.1 -0.1 0.086
C 2.988 -4.144 -7.851 0.9 -1.0 -0.4 -0.132
C 8.335 -0.883 -3.135 1.0 0.7 0.2 -0.211
H -1.188 -3.191 9.524 -0.3 0.2 -0.4 0.079
C -6.508 -3.928 4.039 0.3 -1.2 0.8 -0.377
H -4.184 -1.046 6.386 0.0 -0.8 0.0 0.079
C -8.004 1.835 -1.506 0.3 0.9 0.6 -0.216
C 4.202 -7.906 6.546 0.0 -1.0 -0.5 -0.105
C -3.797 -5.334 12.048 -1.9 0.5 -0.8 -0.181
H -3.237 9.114 -7.499 -0.5 -0.6 0.0 0.108
H -1.035 8.774 2.105 0.1 -0.2 0.2 0.122
H -7.288 -6.409 13.130 -1.1 0.8 0.4 0.130
H -0.988 -4.569 -4.824 0.5 0.5 0.3 0.098
H 1.305 -0.380 3.490 -0.2 0.2 -0.1 0.085
H 3.686 -4.680 -8.494 -0.1 -0.4 0.0 0.080
H -2.533 -6.216 -5.540 0.5 -0.3 0.0 0.118
H -9.948 8.385 -2.284 0.6 -0.2 0.1 0.078
H -6.271 -3.424 3.102 -0.5 0.6 0.2 0.128
H 3.036 10.433 8.921 -0.2 0.1 0.3 0.074
H -4.942 10.919 -0.516 0.0 0.1 0.2 0.123
H -4.433 -5.255 -4.651 -0.1 -0.1 0.5 0.123
H 11.758 1.044 -3.918 0.2 -0.1 0.2 0.087
H -0.890 11.935 -7.136 0.5 -0.2 0.3 0.115
H -0.074 -6.088 -6.424 -0.4 -0.5 0.3 0.118
H 8.760 -1.798 -3.549 0.7 0.1 0.3 0.112
N 2.883 9.716 8.226 0.7 -0.1 -0.2 0.053
C 6.337 0.446 -3.465 2.1 -1.2 0.6 -0.216
C 0.287 -7.731 1.529 -0.2 -1.5 -1.4 -0.259
C 2.994 8.407 8.855 0.8 0.0 0.0 -0.510
H -2.010 0.431 -12.084 -0.2 -0.1 -0.2 0.082
H -4.124 -3.576 -2.275 0.0 0.4 -0.5 0.091
C -2.673 11.730 -8.145 -0.1 1.0 0.4 -0.206
H 1.395 -1.146 -0.848 0.1 -0.3 -0.4 0.133
H -1.935 1.875 -11.164 0.2 0.1 0.2 0.080
C -0.062 -7.441 2.952 -0.2 1.4 0.1 -0.247
H 3.559 4.185 8.299 -0.3 0.0 0.2 0.088
H -1.620 -0.878 -1.226 -0.1 0.3 0.3 0.070
H 13.277 -6.875 2.957 0.3 -0.3 0.0 0.119
H 15.539 -8.834 -0.657 -0.2 0.4 0.0 0.086
N 7.260 -0.599 -4.028 -1.6 1.5 -0.3 -0.061
O 9.790 0.650 -4.321 -0.1 -1.1 -0.6 -0.187
H -5.087 -7.321 13.052 -0.3 -0.1 0.0 0.127
C -4.620 0.927 -8.684 -1.7 -2.3 1.0 -0.540
C 7.080 -0.696 6.031 -0.9 0.2 -0.1 -0.125
H 11.365 -3.283 4.768 0.0 0.3 -0.6 0.072
H -5.426 1.653 -12.595 -0.1 0.2 0.3 0.076
C -4.539 10.261 -1.285 0.6 -1.2 1.0 -0.240
H -4.837 -3.621 5.443 0.1 -0.2 -0.1 0.114
H -8.292 -5.034 4.828 0.3 0.5 0.7 0.076
H -8.357 -4.498 3.246 -0.2 0.2 -0.3 0.063
H 10.646 2.415 -3.799 0.1 0.2 0.3 0.086
H 0.711 -6.526 5.422 -0.4 0.5 0.2 0.113
N -5.923 -5.262 3.785 1.2 -0.3 -0.2 -0.003
C -1.094 6.154 -4.786 1.1 1.4 -0.5 -0.102
H 1.220 -7.906 -0.776 0.1 -0.2 -0.6 0.076
H -0.239 5.621 0.352 -1.0 0.7 -0.5 0.088
O 5.480 1.637 -5.441 -1.6 -0.8 1.2 -0.202
H 3.381 1.981 -5.961 0.2 0.8 0.5 0.075
N 9.166 -4.432 5.386 0.0 -0.7 1.2 0.026
H -3.938 1.461 -13.427 0.4 -1.2 0.3 0.078
C 9.542 -6.369 0.623 -0.7 1.2 0.6 -0.235
H -6.237 11.071 -4.014 -0.3 -1.3 0.1 0.078
C -5.131 -0.863 5.880 -0.8 -0.2 -0.7 -0.088
H 1.889 7.433 7.305 -0.4 0.0 0.0 0.136
H 7.731 0.179 6.055 0.4 -0.1 0.3 0.090
H -5.559 -5.881 4.496 -0.2 0.6 0.5 0.063
O -1.143 7.474 -5.358 -1.3 0.0 -0.7 -0.202
C 10.625 -2.545 5.075 0.1 -0.6 1.6 -0.064
H 11.282 -5.232 0.689 0.1 0.3 0.3 0.124
H -7.658 4.438 -2.754 0.2 -0.1 0.5 0.106
C -1.149 -3.959 10.297 0.8 1.4 -0.8 -0.140
C -2.567 7.846 0.908 1.4 -0.6 0.9 -0.237
```
Forces are in eV/Å.

Values from the calculation:
Maximum force in eV Å⁻¹: 3.7
Gap between HOMO and LUMO in eV: 8.367
DFT total energy in eV: -141014.2908

=====

# 3
One molecule with the formula C3H3N3 in a non-equilibrium geometry, computed with ωB97M-V with the def2-TZVPD basis set.

Geometry as XYZ:
```
9
Properties=species:S:1:pos:R:3:forces:R:3:lowdin_charge:R:1
H -0.920 -1.523 -1.042 0.0 0.0 0.1 0.101
C 1.288 -0.166 0.132 0.5 -0.3 1.3 -0.291
N -0.948 -0.962 -0.200 -0.1 0.1 -0.1 0.087
N 2.467 -0.463 0.133 0.7 -0.1 -1.2 0.196
C -0.479 1.469 -0.133 -0.3 0.5 0.1 -0.194
N -0.826 2.579 -0.104 0.3 -0.9 0.0 0.149
H 1.370 -0.261 1.265 -0.6 0.2 0.4 0.181
H -1.886 -0.786 0.128 0.1 0.1 -0.1 0.098
C -0.065 0.113 -0.178 -0.6 0.4 -0.5 -0.325
```
Forces are in eV/Å.

Values from the calculation:
Maximum force in eV Å⁻¹: 1.5
Gap between HOMO and LUMO (alpha / beta) in eV: 7.615 / 8.305
DFT total energy in eV: -7625.1252